1.
DFT (the ωB97M-V functional and the def2-TZVPD basis) results for an isolated ion of composition C3Cl2NOS2 and charge -1 at a distorted geometry.

```
9
Properties=species:S:1:pos:R:3
C 1.49 1.51 0.36
C -1.20 -0.51 -1.61
C -0.03 -0.36 0.83
N 0.66 0.68 0.23
O 2.20 2.43 0.30
S -0.13 -0.31 2.49
S -1.56 -0.85 -0.01
Cl -2.60 -0.66 -2.68
Cl 1.17 -1.93 0.08
```

* HOMO-LUMO gap: 0.279 Eh
* total energy: -1961.06219 a.u.
* ΔE to the lowest compared entry with this formula, charge and spin: 1.122 eV
* total charge: -1
* HOMO energy: -4.69 eV
* LUMO energy: 2.90 eV
* F_max: 0.02785 hartree/bohr

Atom charges from the natural (NBO) analysis, given in e for atoms 1 to 4: 0.902, -0.320, -0.143, -0.579



2.
DFT (the ωB97M-V functional and the def2-TZVPD basis) results for C24H26AsF6GeN4OPdSe2 as an isolated structure.

```
66
Properties=species:S:1:pos:R:3
Pd 0.29 -0.64 -0.77
Se 2.50 3.79 -0.57
N 1.88 3.65 1.07
C 0.80 4.41 1.13
C -0.01 4.58 2.30
C -1.07 5.42 2.25
C -1.41 6.13 1.06
C -0.68 5.99 -0.08
C 0.44 5.11 -0.08
N 1.24 4.89 -1.12
H 0.25 4.02 3.19
H -1.69 5.55 3.13
H -2.27 6.79 1.07
H -0.94 6.51 -0.99
Se -3.65 -0.68 -1.10
N -1.94 -1.23 -0.73
C -2.01 -2.43 -0.25
C -0.76 -3.12 0.24
C -0.98 -4.60 0.39
C -2.23 -5.12 0.43
C -3.44 -4.37 0.25
C -3.36 -3.04 -0.15
N -4.37 -2.24 -0.50
H -0.62 -2.69 1.25
H -0.11 -5.23 0.53
H -2.34 -6.19 0.60
H -4.40 -4.87 0.27
F 4.46 1.59 -0.14
As 6.06 2.30 -0.12
F 5.73 3.02 -1.67
F 6.71 0.90 -0.90
F 7.63 3.04 -0.10
F 6.37 1.59 1.44
F 5.38 3.71 0.66
C -2.19 2.83 -0.14
C -1.06 1.87 0.09
O -0.25 1.65 -0.79
C -0.98 1.15 1.39
C 0.28 0.74 1.85
C 0.37 -0.01 3.02
C -0.78 -0.35 3.71
C -2.02 0.06 3.26
C -2.12 0.83 2.11
H -2.00 3.41 -1.04
H -2.34 3.48 0.72
H -3.10 2.24 -0.28
H 1.17 1.02 1.30
H 1.34 -0.33 3.36
H -0.70 -0.96 4.61
H -2.92 -0.24 3.79
H -3.10 1.11 1.74
C 1.68 -2.45 -3.57
Ge 0.51 -3.48 -2.36
C 1.24 -5.33 -2.40
C -1.27 -3.58 -3.17
C 0.47 -2.68 -0.59
H 1.81 -2.97 -4.53
H 2.66 -2.30 -3.12
H 1.24 -1.47 -3.76
H 1.32 -5.69 -3.43
H 0.57 -5.99 -1.84
H 2.23 -5.36 -1.94
H -1.22 -4.06 -4.15
H -1.70 -2.58 -3.28
H -1.95 -4.16 -2.53
H 1.38 -2.97 -0.05
```

* HOMO-LUMO gap (spin up / spin down): 0.152 / 0.152 Eh
* total energy: -11067.16730 a.u.
* multiplicity: 2
* ΔE to the lowest compared entry with this formula, charge and spin: 0.137 eV
* total charge: -2
* HOMO energy (spin up / spin down): -0.72 / -0.72 eV
* LUMO energy (spin up / spin down): 3.42 / 3.41 eV
* <S²>: 0.75
* F_max: 0.00249 hartree/bohr

Atom charges from the natural (NBO) analysis, given in e for atoms 1 to 4: 0.466, 1.153, -0.645, 0.124



3.
DFT (the ωB97M-V functional and the def2-TZVPD basis) results for C29H23Br2I2N5O2SZn as an isolated structure at a distorted geometry.

```
65
Properties=species:S:1:pos:R:3
Zn 0.71 -0.45 -0.24
I 5.85 3.25 3.85
C 4.73 2.02 2.56
C 4.99 0.66 2.53
C 4.24 -0.13 1.69
I 4.55 -2.21 1.62
C 3.22 0.37 0.85
O 2.57 -0.43 0.05
C 2.97 1.76 0.94
C 1.82 2.35 0.15
N 0.58 1.59 0.40
C 0.08 1.70 1.76
C -0.49 0.40 2.28
C -1.02 0.34 3.56
C -1.60 -0.84 3.99
C -1.66 -1.92 3.12
C -1.09 -1.78 1.87
N -0.50 -0.65 1.47
C 3.72 2.57 1.78
H 5.77 0.24 3.15
H 1.70 3.40 0.41
H 2.03 2.28 -0.92
H -0.18 1.94 -0.20
H 0.89 2.02 2.43
H -0.72 2.45 1.82
H -0.98 1.21 4.20
H -2.00 -0.92 5.00
H -2.13 -2.85 3.40
H -1.11 -2.60 1.16
H 3.52 3.63 1.82
Br 0.02 0.32 -5.19
C 0.42 -1.26 -4.23
C 0.70 -2.41 -4.98
C 1.02 -3.58 -4.35
Br 1.42 -5.11 -5.41
C 1.09 -3.65 -2.94
C 1.48 -4.79 -2.21
C 1.57 -4.72 -0.85
C 1.21 -3.53 -0.20
N 0.82 -2.46 -0.85
C 0.78 -2.48 -2.20
C 0.45 -1.22 -2.84
O 0.22 -0.16 -2.12
H 0.66 -2.36 -6.06
H 1.73 -5.70 -2.74
H 1.92 -5.56 -0.27
H 1.25 -3.47 0.88
N -0.98 2.64 -2.61
C -2.17 2.81 -2.00
S -2.51 1.95 -0.61
N -2.95 3.77 -2.55
C -4.17 4.36 -2.16
C -4.44 5.63 -2.68
C -5.60 6.30 -2.34
C -6.52 5.71 -1.49
C -6.28 4.44 -1.00
C -5.11 3.76 -1.33
H -0.54 1.72 -2.50
H -0.84 3.05 -3.52
H -2.52 4.25 -3.33
H -3.72 6.10 -3.34
H -5.79 7.28 -2.75
H -7.43 6.24 -1.21
H -7.00 3.95 -0.35
H -4.94 2.77 -0.95
```

* HOMO-LUMO gap: 0.272 Eh
* total energy: -9464.24907 a.u.
* ΔE to the lowest compared entry with this formula, charge and spin: 0.097 eV
* total charge: 0
* HOMO energy: -7.48 eV
* LUMO energy: -0.09 eV
* F_max: 0.02054 hartree/bohr

Atom charges from the natural (NBO) analysis, given in e for atoms 1 to 4: 1.716, 0.109, -0.187, -0.254